{
  "formula": "C24H45BF4IrP2",
  "method": "ωB97M-V/def2-TZVPD",
  "s2": 6.021,
  "gap_ev": [5.91, 3.61],
  "e_lumo_ha": [-0.1377, -0.2442],
  "total_charge": 1,
  "multiplicity": 5,
  "homo_energy_ev": [-9.66, -10.25],
  "energy_ev": -58572.167,
  "species": ["Ir", "C", "C", "C", "C", "C", "C", "H", "H", "H", "C", "H", "H", "H", "C", "H", "H", "H", "C", "H", "H", "H", "C", "H", "H", "H", "C", "C", "C", "C", "C", "C", "C", "C", "H", "H", "H", "H", "H", "H", "H", "H", "H", "H", "H", "H", "P", "C", "H", "H", "H", "C", "H", "H", "H", "C", "H", "H", "H", "P", "C", "H", "H", "H", "C", "H", "H", "H", "C", "H", "H", "H", "F", "B", "F", "F", "F"],
  "coordinates": [[-1.221775, 0.170696, -1.777855], [-2.442623, 1.719328, 0.414931], [-2.855119, 0.923494, -0.743405], [-2.108635, -0.469640, 1.020176], [-2.011078, 0.861799, 1.443378], [-2.652075, -0.508772, -0.332737], [-2.602023, 3.180730, 0.528488], [-2.436852, 3.679156, -0.435237], [-1.869961, 3.536696, 1.264583], [-3.607871, 3.472792, 0.873646], [-1.654973, 1.234445, 2.843587], [-1.210378, 2.232139, 2.923972], [-0.924650, 0.522917, 3.247772], [-2.532208, 1.192325, 3.514885], [-1.895978, -1.660229, 1.876823], [-2.798588, -1.849695, 2.487670], [-1.050418, -1.527637, 2.572892], [-1.696164, -2.571715, 1.293181], [-3.397022, -1.698094, -0.834353], [-4.471843, -1.575089, -0.660203], [-3.069214, -2.597110, -0.300437], [-3.218119, -1.822070, -1.907526], [-3.760248, 1.357102, -1.841696], [-4.765427, 1.547684, -1.434023], [-3.822762, 0.588706, -2.620887], [-3.380529, 2.270124, -2.324905], [0.672272, 0.510072, -1.907313], [-0.085816, 1.663695, -2.432123], [-0.172440, 1.784671, -3.939774], [-1.066594, 0.696300, -4.587542], [-1.639511, -0.325411, -3.632551], [-0.694885, -1.245166, -2.964576], [0.708153, -1.379641, -3.493882], [1.556549, -0.264481, -2.862932], [0.829682, 1.815727, -4.392890], [-0.548614, 0.189241, -5.410931], [-0.620231, 2.763959, -4.082996], [1.957053, 0.410494, -3.624461], [0.910830, 0.620532, -0.846734], [0.122422, 2.549624, -1.824496], [2.419300, -0.681175, -2.331113], [1.071389, -2.375591, -3.199538], [-1.144031, -2.127108, -2.514963], [0.720550, -1.329406, -4.592118], [-1.962372, 1.180325, -4.974907], [-2.559845, -0.856257, -3.916529], [2.079186, 2.200334, 1.479014], [1.828351, 2.860940, 3.172039], [2.755568, 3.365047, 3.480114], [1.580005, 2.014801, 3.838958], [0.985856, 3.568454, 3.141737], [3.671045, 1.344386, 1.778125], [4.409764, 2.077029, 2.127411], [4.009362, 0.839581, 0.862447], [3.449638, 0.603573, 2.564533], [2.675184, 3.682306, 0.591831], [2.965604, 3.361675, -0.418712], [3.528470, 4.120281, 1.126979], [1.833928, 4.386601, 0.529626], [1.729804, -3.351394, 0.194517], [0.393247, -4.571939, 0.549964], [0.561699, -5.588856, 0.223179], [-0.410504, -4.179443, -0.117727], [0.065550, -4.529937, 1.615711], [3.382862, -3.885203, -0.376721], [3.332347, -3.634117, -1.460972], [3.625943, -4.951910, -0.314785], [4.209330, -3.282352, 0.027339], [1.825918, -2.505298, 1.799361], [1.273459, -2.955843, 2.632482], [1.265015, -1.573320, 1.566073], [2.817634, -2.186443, 2.133618], [2.391486, -0.398946, 3.716208], [1.425163, -0.617298, 4.770023], [0.484437, -1.580547, 4.292368], [2.090900, -1.061291, 5.915726], [0.746454, 0.618607, 4.999174]],
  "forces_ev_per_a": [[-2.997, 1.477, 2.316], [-1.270, -0.519, -0.934], [-0.027, -0.570, 2.509], [0.185, 0.581, -0.703], [0.041, -0.802, 0.651], [-1.873, 1.303, 2.057], [0.328, 0.291, 0.025], [-0.004, -0.073, 0.203], [-0.269, 0.200, -0.204], [0.237, -0.196, -0.034], [0.358, 0.000, 0.187], [-0.134, -0.185, -0.030], [-0.107, 0.248, 0.028], [0.226, 0.055, -0.343], [0.396, -0.474, 0.401], [0.351, 0.020, -0.171], [-0.371, 0.006, -0.126], [-0.146, 0.261, 0.120], [0.327, -0.193, -0.268], [0.070, 0.052, -0.078], [-0.122, 0.134, -0.254], [-0.404, -0.227, 0.090], [-0.381, 0.445, -0.431], [0.149, 0.038, -0.281], [-0.299, 0.229, 0.203], [-0.301, -0.135, 0.130], [2.641, 1.509, -0.374], [2.970, 0.649, 0.425], [-0.336, 0.578, 0.342], [-0.694, 0.115, -0.378], [0.745, -2.209, -1.509], [0.335, -2.589, -2.600], [0.364, -0.499, 0.243], [0.322, -0.405, 0.326], [-0.298, -0.003, 0.160], [-0.163, 0.190, 0.030], [-0.013, 0.082, -0.519], [0.043, -0.123, 0.154], [0.809, 0.167, -0.010], [-0.668, 0.034, -0.263], [-0.097, 0.098, -0.047], [0.126, 0.245, -0.233], [-0.031, -0.539, -0.531], [0.010, -0.133, 0.302], [0.215, 0.161, -0.486], [-0.033, 0.750, 0.197], [-0.193, -0.421, 0.172], [-0.162, -0.146, -0.285], [-0.339, -0.041, 0.149], [0.184, 0.626, -0.248], [0.296, -0.099, 0.211], [-0.232, -0.219, 0.014], [0.026, -0.283, -0.099], [0.106, 0.159, 0.228], [0.462, 0.392, -0.461], [-0.187, -0.072, -0.046], [0.028, 0.323, 0.201], [-0.205, 0.089, -0.271], [0.388, 0.030, -0.099], [0.769, -1.126, 3.021], [-0.735, 0.704, -0.999], [0.356, -0.188, -0.065], [0.050, -0.460, 0.654], [0.473, 0.140, -0.905], [-0.189, 0.350, -1.564], [0.352, -0.334, 0.427], [-0.413, 0.148, 0.260], [-0.594, -0.062, 0.238], [-0.334, 1.353, -0.823], [0.108, -0.220, -0.371], [0.297, -0.014, 0.575], [-0.094, -0.091, -0.310], [-0.617, -0.420, 0.467], [0.332, 0.497, 0.459], [0.168, 0.125, -0.002], [-0.544, 0.145, -0.735], [0.235, -0.925, -0.088]],
  "lowdin_charge": [1.558, -0.165, -0.412, -0.177, -0.176, -0.340, 0.004, 0.092, 0.087, 0.116, 0.004, 0.075, 0.071, 0.118, -0.020, 0.120, 0.068, 0.056, -0.016, 0.118, 0.081, 0.067, -0.053, 0.110, 0.068, 0.093, -0.361, -0.288, -0.162, -0.162, -0.331, -0.380, -0.170, -0.161, 0.119, 0.120, 0.112, 0.109, 0.058, 0.116, 0.106, 0.100, 0.093, 0.119, 0.114, 0.121, 0.761, -0.289, 0.052, 0.019, 0.033, -0.308, 0.046, 0.025, 0.011, -0.329, 0.027, 0.042, 0.029, 1.076, -0.210, 0.052, 0.039, 0.075, -0.216, 0.045, 0.068, 0.068, -0.227, 0.064, 0.054, 0.070, 0.019, -1.165, 0.060, 0.123, 0.064]
}